ORCA calculation (ωB97M-V with the def2-TZVPD basis set) on a structure of composition C4H7CdO in a non-equilibrium geometry.

Values from the calculation:
* DFT total energy: -398.701896 a.u.
* total charge: +2
* expectation value of S²: 0.751
* spin multiplicity: 2

Geometry (Å):
Cd 2.96824 -0.44277 -1.87766
O 2.19593 -0.12529 -0.18034
C 1.27900 -0.35495 0.62084
C -1.34560 0.12433 0.26391
C -0.11173 -0.75220 0.41309
C -0.86282 1.18803 -0.64748
H -0.31090 -1.45523 1.24513
H -1.64369 0.53546 1.23909
H -0.84043 1.00962 -1.72359
H -2.17654 -0.45276 -0.18224
H -0.87154 2.22531 -0.31581
H 1.53931 -0.11591 1.67453
H 0.18077 -1.38366 -0.52948

---

ORCA calculation (ωB97M-V with the def2-TZVPD basis set) on a cluster of 2 separate species, C4H7Cl in total in a non-equilibrium geometry.

Values from the calculation:
* energy above the lowest of the compared OMol25 structures with the same formula, charge and spin: 257.70 kJ/mol

Geometry (Å):
Cl -2.70584 0.10394 -0.12670
C 0.27545 -0.20157 1.22746
C 0.26277 1.14705 0.62249
C 0.02865 -0.63776 -1.44458
C -0.21616 -0.00482 -0.16358
H -0.22740 -0.49508 2.10209
H 1.30768 -0.44376 1.34770
H 1.06853 -1.05346 -1.34815
H -0.59230 -1.49564 -1.32252
H -0.22674 -0.18450 -2.38373
H 1.23955 1.34790 0.28852
H -0.21419 1.91771 1.20100

---

ORCA calculation (ωB97M-V with the def2-TZVPD basis set) on a cluster of 2 separate species, C4H7Cl2P in total in a non-equilibrium geometry.

Values from the calculation:
* energy above the lowest of the compared OMol25 structures with the same formula, charge and spin: 239.55 kJ/mol

Geometry (Å):
Cl -0.83231 -2.24050 -1.42283
Cl -2.16152 0.54744 -2.26086
P -0.36743 -0.42248 -2.20911
C -0.85290 0.74393 1.92144
C 1.65119 -0.40885 -0.24009
C 0.44823 0.27568 -0.74326
C -1.19439 0.23170 0.77441
H 0.15227 1.09437 2.06787
H 1.59343 -1.49226 0.17502
H -1.37454 0.80546 2.78308
H -2.02710 -0.22264 0.23364
H 0.53545 1.34306 -0.80069
H 2.50522 -0.48079 -0.89153
H 1.92439 0.22588 0.61291

---

ORCA calculation (ωB97M-V with the def2-TZVPD basis set) on the ion C4H7Cl3N3O with charge +1 in a non-equilibrium geometry.

Values from the calculation:
* total charge: +1
* SMILES string: CN[C@]1(C(Cl)(Cl)Cl)NC=[NH+]O1
* energy above the lowest of the compared OMol25 structures with the same formula, charge and spin: 0.00 kJ/mol

Geometry (Å):
Cl 2.39642 -0.78428 1.74488
Cl 2.56026 1.41455 -0.23472
Cl 2.60573 -1.36703 -1.04666
O -0.12260 0.87483 -1.02354
N -0.53916 2.03592 -0.34666
N -0.04638 0.60217 1.26198
N -0.27621 -1.34855 -0.16576
C -0.50075 1.75858 0.94075
C 0.35950 -0.13071 -0.01927
C 1.89770 -0.22769 0.01359
C -1.55376 -1.53014 -0.76057
H -1.42832 -1.26246 -1.77635
H -2.29776 -0.83953 -0.24022
H -0.13188 0.18040 2.17203
H -2.03620 -2.54580 -0.72765
H -0.57513 2.57272 1.74533
H 0.44764 -2.09411 -0.48393
H -0.75910 2.69112 -1.05324

---

ORCA calculation (ωB97M-V with the def2-TZVPD basis set) on a cluster of 4 separate species, C4H7Cl9 in total in a non-equilibrium geometry.

Values from the calculation:
* SMILES string: ClC(Cl)Cl.ClCCl.ClCCl.ClCCl
* energy above the lowest of the compared OMol25 structures with the same formula, charge and spin: 91.28 kJ/mol

Geometry (Å):
Cl 2.71699 3.18901 0.37241
Cl 0.81500 -2.46791 -4.93618
Cl -0.41296 6.77956 2.79837
Cl -2.20671 -1.95911 0.44162
Cl -2.19641 4.43344 2.47513
Cl 2.99149 0.54605 1.55572
Cl -4.14941 -4.23803 0.26908
Cl 2.63515 -2.86512 -2.57616
Cl -1.79440 5.57100 5.09875
C 1.84518 1.58334 0.59736
C -1.00595 5.23983 3.55253
C -2.57317 -3.50456 -0.38646
C 1.70295 -3.61411 -3.93841
H -2.50901 -3.41612 -1.47097
H 0.82409 1.62886 0.97604
H -0.07707 4.67992 3.66115
H -1.76189 -4.16917 -0.08946
H 1.83639 1.06065 -0.35911
H 0.96011 -4.26255 -3.47384
H 2.35962 -4.21495 -4.56758

---

ORCA calculation (ωB97M-V with the def2-TZVPD basis set) on a cluster of 4 separate species, C4H7Cl9 in total in a non-equilibrium geometry.

Values from the calculation:
* SMILES string: ClC(Cl)Cl.ClCCl.ClCCl.ClCCl
* energy above the lowest of the compared OMol25 structures with the same formula, charge and spin: 57.06 kJ/mol

Geometry (Å):
Cl -1.75973 -2.14806 -0.23052
Cl 3.72650 -3.19185 -0.35366
Cl 1.58632 -1.73251 -1.72234
Cl 1.68057 1.61376 0.86984
Cl -2.29474 3.34459 2.10172
Cl 2.90206 3.05036 -1.50122
Cl 0.45244 -1.83327 1.54269
Cl -2.01818 -0.64951 2.39823
Cl -2.09030 2.03201 -0.44069
C 2.08819 -3.30157 -1.07172
C -0.99029 -1.00996 0.91969
C 1.74096 1.79707 -0.92950
C -3.20374 2.50699 0.88249
H 2.23422 0.87577 -1.23935
H 1.36000 -3.71355 -0.37307
H -3.53821 1.59369 1.37454
H 2.04724 -4.10473 -1.80749
H -0.59544 -0.12589 0.41908
H 0.73142 1.95459 -1.30915
H -4.05930 3.04208 0.47043

---

ORCA calculation (ωB97M-V with the def2-TZVPD basis set) on a cluster of 2 separate species, C4H7ClN2 in total in a non-equilibrium geometry.

Values from the calculation:
* energy above the lowest of the compared OMol25 structures with the same formula, charge and spin: 372.30 kJ/mol

Geometry (Å):
Cl -1.12667 -2.69084 0.35282
N -2.64874 0.41260 -0.82664
N -0.94514 -1.33467 -0.69372
C -1.88587 -0.44469 -0.69719
C 0.80935 0.83584 -1.01641
C 0.75815 -0.18372 0.05255
C 0.34626 0.19949 1.41644
H 1.41715 -1.03629 -0.04711
H 1.18008 0.71431 1.90032
H 0.91144 0.37074 -1.99462
H 1.67178 1.48893 -0.85774
H 0.09993 -0.67067 2.02347
H -0.08571 1.45593 -1.00530
H -0.50202 0.88303 1.39313

---

ORCA calculation (ωB97M-V with the def2-TZVPD basis set) on a structure of composition C4H7ClN2 in a non-equilibrium geometry.

Values from the calculation:
* energy above the lowest of the compared OMol25 structures with the same formula, charge and spin: 380.58 kJ/mol

Geometry (Å):
Cl -2.66777 -0.31394 -1.68330
N 0.83044 0.12502 0.24413
N -0.16273 0.90789 -0.28152
C 1.20751 -0.84608 -0.75718
C -1.07341 1.41998 0.69684
C -1.07058 -0.49569 -1.26426
C -0.09040 -1.35027 -1.38694
H -0.53112 2.10290 1.35586
H -0.09067 -2.32270 -1.84279
H 0.52275 -0.35873 1.09924
H 1.80243 -1.64644 -0.31517
H 1.79542 -0.33296 -1.52307
H -1.86376 1.96764 0.18708
H -1.52108 0.63163 1.31697

---

ORCA calculation (ωB97M-V with the def2-TZVPD basis set) on the molecule C4H7ClN2 in a non-equilibrium geometry.

Values from the calculation:
* energy above the lowest of the compared OMol25 structures with the same formula, charge and spin: 512.19 kJ/mol

Geometry (Å):
Cl -2.77465 0.65997 -0.48044
N -1.38645 0.62491 0.45671
N -0.89062 -2.42729 0.34043
C 0.93922 -0.76303 -0.12272
C 1.04053 0.68348 0.29608
C -0.23577 -1.44819 0.13132
C -0.25521 1.44667 -0.09280
H 1.03525 -0.72227 -1.28654
H 1.98249 1.24552 -0.02590
H -0.48012 2.43799 0.14220
H -1.87076 -2.58019 0.22349
H 1.95446 -1.21255 0.19204
H 1.22753 0.66363 1.37922
H -0.28588 1.39136 -1.15308

---

ORCA calculation (ωB97M-V with the def2-TZVPD basis set) on the molecule C4H7ClN2 in a non-equilibrium geometry.

Values from the calculation:
* energy above the lowest of the compared OMol25 structures with the same formula, charge and spin: 456.19 kJ/mol

Geometry (Å):
Cl -2.86139 0.33948 -0.10820
N 0.99600 1.53580 -0.23514
N -0.30187 -0.27475 0.55216
C -1.33952 0.62152 0.68078
C -0.39678 -1.42270 -0.54109
C -0.00064 2.26637 -0.26324
C 1.01051 0.28780 0.46991
H 1.41259 0.38034 1.51615
H -0.03574 -0.90531 -1.43314
H 1.64919 -0.37283 -0.20239
H 0.38690 -2.15415 -0.33676
H -1.43325 0.83679 1.67514
H -1.32116 -2.04968 -0.39059
H -0.27373 3.19167 -0.78071

---

ORCA calculation (ωB97M-V with the def2-TZVPD basis set) on a structure of composition C4H7ClN2O in a non-equilibrium geometry.

Values from the calculation:
* energy above the lowest of the compared OMol25 structures with the same formula, charge and spin: 430.06 kJ/mol

Geometry (Å):
Cl -2.75048 0.09861 -1.17259
O 0.07688 -1.86532 0.78628
N 1.26327 1.21396 0.92052
N 1.83476 0.35886 -0.03872
C -0.32992 0.27174 -1.24823
C -1.08706 -0.98488 0.76727
C -1.24143 -0.17119 -0.42917
C 1.13943 0.14484 -1.00083
H -0.86378 -0.14773 1.85430
H -2.12079 -1.61697 0.96200
H 1.52381 -0.12560 -1.96774
H 0.41731 1.69809 0.41373
H 0.71558 -1.32741 1.11402
H -0.49293 0.59063 -2.31560
H 1.91538 1.86237 1.35478

---

ORCA calculation (ωB97M-V with the def2-TZVPD basis set) on the molecule C4H7ClN2S in a non-equilibrium geometry.

Values from the calculation:
* SMILES string: [H]/N=C/NC(=S)CCCl
* energy above the lowest of the compared OMol25 structures with the same formula, charge and spin: 15.92 kJ/mol

Geometry (Å):
Cl 1.42734 -2.01157 -0.37276
S -1.27044 -0.48074 1.89639
N -1.39991 0.81292 -0.35878
N -0.00881 2.16096 -1.69180
C -1.14157 1.69871 -1.38511
C 0.88042 0.55055 0.53272
C 1.55979 -0.23441 -0.58832
C -0.57374 0.30000 0.64100
H -2.40625 0.56784 -0.20674
H 1.12881 1.58555 0.31590
H -0.10969 2.82923 -2.52008
H 1.32868 0.31875 1.55047
H -2.06655 1.85663 -1.93602
H 2.62945 -0.03213 -0.56136
H 1.06944 0.05631 -1.49518

---

ORCA calculation (ωB97M-V with the def2-TZVPD basis set) on a cluster of 2 separate species, C4H7ClO in total in a non-equilibrium geometry.

Values from the calculation:
* energy above the lowest of the compared OMol25 structures with the same formula, charge and spin: 547.64 kJ/mol

Geometry (Å):
Cl -2.24211 0.60583 0.35219
O -0.73399 -1.95293 1.26679
C -0.71213 -1.63201 -0.14421
C -0.81031 -0.14886 -0.30483
C 1.89995 1.88656 -0.51862
C 1.13418 1.47852 0.42561
H -1.61602 -1.98634 1.69992
H 2.53148 2.62702 -0.16198
H 0.16919 -2.09217 -0.46887
H -0.60064 0.33988 -1.29477
H 1.76126 1.85798 -1.54873
H -1.57685 -2.16444 -0.70968
H 0.79598 1.18097 1.40719

---

ORCA calculation (ωB97M-V with the def2-TZVPD basis set) on a cluster of 2 separate species, C4H7ClO2 in total in a non-equilibrium geometry.

Values from the calculation:
* energy above the lowest of the compared OMol25 structures with the same formula, charge and spin: 300.60 kJ/mol

Geometry (Å):
Cl -1.80166 -0.98877 -0.35394
O -1.51003 2.09311 -0.40119
O 0.04381 -0.89344 1.49589
C -0.17578 -0.34644 0.32535
C 1.83768 -1.16673 -0.90712
C -0.84922 1.67731 0.70391
C 0.72096 -0.45405 -0.87481
H 1.91321 -1.79493 -0.08567
H 0.49141 0.15968 -1.71092
H 0.04600 -1.97084 1.52291
H 0.13690 2.18390 0.88407
H 2.59970 -1.15943 -1.63738
H -1.33020 1.30075 1.54202
H -2.12281 1.35989 -0.50313

---

ORCA calculation (ωB97M-V with the def2-TZVPD basis set) on a structure of composition C4H7ClO2 in a non-equilibrium geometry.

Values from the calculation:
* energy above the lowest of the compared OMol25 structures with the same formula, charge and spin: 301.54 kJ/mol

Geometry (Å):
Cl 3.09949 -0.19896 -0.14270
O -0.44097 1.66004 -0.39076
O -0.64318 -1.20097 0.41811
C 1.56304 -1.00141 -0.06576
C -1.73968 -0.82690 -0.36115
C 0.46397 1.02664 0.59645
C 0.44833 -0.41233 0.28571
H 0.11023 1.15034 1.76068
H 0.29105 2.67888 -0.48801
H -2.52099 -1.65249 -0.30051
H 1.58296 -2.04342 -0.39171
H 1.52195 1.42043 0.41767
H -2.20796 0.08171 0.04202
H -1.52823 -0.68154 -1.38005

---

ORCA calculation (ωB97M-V with the def2-TZVPD basis set) on the molecule C4H7ClO2 in a non-equilibrium geometry.

Values from the calculation:
* energy above the lowest of the compared OMol25 structures with the same formula, charge and spin: 547.16 kJ/mol

Geometry (Å):
Cl -0.92463 0.64718 2.60208
O 0.70292 2.24779 0.37338
O 1.86432 1.64109 0.24930
C 1.51973 0.39762 -0.26183
C -1.50530 0.50848 -0.04066
C 0.83376 -0.44716 0.89026
C -0.47625 0.31853 1.09079
H -0.96201 0.31032 -0.89420
H 1.45041 -0.47112 1.87390
H 0.71123 -1.44345 0.36196
H -1.80595 1.58503 0.07947
H -2.49520 -0.04992 0.12270
H 2.51441 -0.16151 -0.49075
H 0.82197 0.46108 -1.08952

---

ORCA calculation (ωB97M-V with the def2-TZVPD basis set) on a structure of composition C4H7ClO2S in a non-equilibrium geometry.

Values from the calculation:
* energy above the lowest of the compared OMol25 structures with the same formula, charge and spin: 301.36 kJ/mol

Geometry (Å):
Cl 1.47697 -2.11266 -0.59680
S -0.70087 0.20091 -1.32476
O -0.26686 0.19483 -2.68020
O -1.23223 1.45413 -0.78947
C -1.93616 -0.94125 -0.91289
C 0.91665 0.60674 1.01007
C 0.68881 0.02820 -0.35243
C 1.72882 1.05584 -0.19417
H 0.21230 0.98321 1.69235
H -1.53348 -1.96096 -0.72248
H -2.71545 -0.92509 -1.79435
H -2.60295 -0.69478 -0.04013
H 1.61707 -0.10673 1.45018
H 1.67472 1.94341 -0.86417
H 2.69686 0.74880 0.11663

---

ORCA calculation (ωB97M-V with the def2-TZVPD basis set) on a cluster of 2 separate species, C4H7ClOS in total in a non-equilibrium geometry.

Values from the calculation:
* expectation value of S²: 2.009
* spin multiplicity: 3
* energy above the lowest of the compared OMol25 structures with the same formula, charge and spin: 231.00 kJ/mol

Geometry (Å):
Cl 2.05471 -1.48896 0.79756
S 1.64289 0.11351 -0.50505
O 2.92243 0.51451 -1.06313
C -1.11394 -1.11635 -0.17298
C -1.59699 0.19400 -0.75890
C 1.31548 1.24026 0.96332
C -2.49529 -0.78967 -0.78145
H -1.11736 1.14764 -0.98208
H -1.07167 -1.33216 0.83630
H 0.21485 1.14471 0.99263
H -3.62587 -1.08030 -1.06385
H -0.44345 -1.73255 -0.84954
H 1.57628 2.31522 0.75409
H 1.73793 0.87015 1.83308

---

ORCA calculation (ωB97M-V with the def2-TZVPD basis set) on the molecule C4H7ClS in a non-equilibrium geometry.

Values from the calculation:
* SMILES string: C[C@@H]1C[C@H]1SCl
* energy above the lowest of the compared OMol25 structures with the same formula, charge and spin: 130.48 kJ/mol

Geometry (Å):
Cl 3.35873 -0.95408 -0.07834
S 2.60296 0.90457 0.15962
C -0.34667 1.32320 0.00543
C -1.19174 -1.16236 0.02581
C 0.83450 0.54391 -0.39933
C -0.24744 -0.09678 0.49956
H -1.87709 -1.34817 0.84264
H 0.10631 -0.14948 1.60943
H -0.85631 -2.02224 -0.61590
H -1.23673 1.40870 -0.61083
H -0.22312 2.06340 0.77069
H -1.62355 -0.61205 -0.79217
H 0.70015 0.10139 -1.41661

---

ORCA calculation (ωB97M-V with the def2-TZVPD basis set) on the molecule C4H7ClS in a non-equilibrium geometry.

Values from the calculation:
* SMILES string: CC(=S)[C@H](C)Cl
* energy above the lowest of the compared OMol25 structures with the same formula, charge and spin: 29.69 kJ/mol

Geometry (Å):
Cl -0.20322 0.14821 -2.14486
S -0.81969 -0.24616 1.92255
C 0.37486 -1.93747 0.28977
C -0.07431 -0.53243 0.49480
C -0.47297 1.83513 -0.04368
C 0.27420 0.57701 -0.43737
H 1.36571 -1.95335 -0.16489
H -1.53998 1.69156 0.02742
H -0.29832 2.37599 -0.95543
H 1.32420 0.82588 -0.47667
H 0.03744 2.23027 0.81636
H 0.28787 -2.56893 1.12720
H -0.25579 -2.44571 -0.45521